DFT (ωB97M-V with the def2-TZVPD basis set) results for an isolated molecule of C13H17NOS2.

ΔE to the lowest compared entry with this formula, charge and spin = 21.8 kJ/mol
structure (SMILES) = CCN(CC)C(=S)SCC(=O)c1ccccc1
spin multiplicity = 1
orbital gap = 8.528 eV
max |F| = 0.62 eV/A

Last columns: bonded neighbours and bond lengths (Å).
Cartesian coordinates (Å):
1 C 1.24359 -3.64077 -2.55664  C2 1.526, H18 1.086, H19 1.087, H20 1.086
2 C 2.38536 -2.97678 -1.79262  C1 1.526, N3 1.452, H21 1.092, H22 1.094
3 N 2.01541 -1.69080 -1.22862  C2 1.452, C4 1.449, C6 1.336
4 C 2.30913 -0.49256 -1.98817  N3 1.449, C5 1.527, H23 1.094, H24 1.092
5 C 1.13568 -0.03131 -2.84985  C4 1.527, H25 1.086, H26 1.086, H27 1.086
6 C 1.34691 -1.65597 -0.07234  N3 1.336, S7 1.643, S8 1.793
7 S 0.94984 -2.99665 0.78986  C6 1.643
8 S 0.97355 -0.00713 0.52353  C6 1.793, C9 1.818
9 C -0.13881 -0.34110 1.92161  S8 1.818, C10 1.515, H28 1.097, H29 1.086
10 C -1.50258 0.15695 1.49005  C9 1.515, O11 1.209, C12 1.484
11 O -2.21456 -0.51302 0.77857  C10 1.209
12 C -1.87578 1.53624 1.89254  C10 1.484, C13 1.393, C17 1.395
13 C -1.49462 2.11473 3.10078  C12 1.393, C14 1.383, H30 1.080
14 C -1.89301 3.40266 3.40892  C13 1.383, C15 1.385, H31 1.080
15 C -2.66236 4.13029 2.51563  C14 1.385, C16 1.386, H32 1.080
16 C -3.05362 3.55932 1.31533  C15 1.386, C17 1.381, H33 1.080
17 C -2.67234 2.26741 1.01100  C12 1.395, C16 1.381, H34 1.080
18 H 1.55961 -4.62238 -2.89865  C1 1.086
19 H 0.38222 -3.76251 -1.90554  C1 1.087
20 H 0.95037 -3.04860 -3.41909  C1 1.086
21 H 3.24256 -2.82181 -2.45101  C2 1.092
22 H 2.69001 -3.62914 -0.96892  C2 1.094
23 H 2.58549 0.30433 -1.29078  C4 1.094
24 H 3.17454 -0.70235 -2.62095  C4 1.092
25 H 0.25187 0.11785 -2.23583  C5 1.086
26 H 1.38639 0.91014 -3.33054  C5 1.086
27 H 0.90632 -0.76378 -3.61867  C5 1.086
28 H -0.13333 -1.43011 2.05359  C9 1.097
29 H 0.27049 0.16832 2.78868  C9 1.086
30 H -0.91739 1.55545 3.82183  C13 1.080
31 H -1.60201 3.84116 4.35205  C14 1.080
32 H -2.96278 5.13859 2.75927  C15 1.080
33 H -3.66064 4.12039 0.62054  C16 1.080
34 H -2.97551 1.80294 0.08445  C17 1.080

Let us look at the Löwdin charges, expressed in e, one per atom:
1 C -0.078
2 C -0.254
3 N -0.214
4 C -0.252
5 C -0.073
6 C -1.014
7 S 0.710
8 S 0.966
9 C -0.395
10 C -0.444
11 O 0.095
12 C -0.163
13 C -0.031
14 C -0.078
15 C -0.080
16 C -0.072
17 C -0.014
18 H 0.076
19 H 0.053
20 H 0.061
21 H 0.117
22 H 0.080
23 H 0.078
24 H 0.120
25 H 0.059
26 H 0.077
27 H 0.064
28 H -0.002
29 H 0.066
30 H 0.108
31 H 0.104
32 H 0.103
33 H 0.104
34 H 0.119